Arrangement w

{"formula": "C3H16O4S", "method": "ωB97M-V with the def2-TZVPD basis set", "orbital_gap_ev": 8.91, "e_homo_ev": -8.67, "elements": ["C", "C", "S", "C", "H", "H", "H", "H", "H", "H", "H", "H", "H", "H", "O", "H", "H", "O", "H", "H", "O", "H", "H", "O"], "positions_angstrom": [[-0.95713, 1.28899, 1.61178], [-0.85256, 0.50786, 0.29635], [-2.34206, 0.20681, -0.71757], [-3.24202, -0.96835, 0.43900], [-0.09744, 1.09781, 2.26403], [-0.99518, 2.34206, 1.32544], [-1.88647, 0.94836, 2.06279], [-0.04192, 0.87540, -0.32881], [-0.59292, -0.51756, 0.60688], [-2.40668, -1.62879, 0.64038], [-4.13685, -1.22924, -0.11323], [-3.56121, -0.31994, 1.23230], [2.94476, 0.11394, 0.13244], [2.96602, 0.21413, -1.32609], [2.67023, 0.71509, -0.56272], [-0.03630, -1.17341, -2.08895], [-0.15949, -2.52395, -1.59474], [0.53213, -1.84470, -1.67765], [2.64196, -2.15048, 1.38284], [4.03255, -1.83254, 0.80601], [3.40868, -1.57229, 1.49856], [1.30973, 2.31836, -1.52117], [0.13378, 2.22705, -2.41348], [0.66836, 2.90537, -1.95438]]}

---

Arrangement x

{"formula": "C3H16O4S", "method": "ωB97M-V with the def2-TZVPD basis set", "orbital_gap_ev": 8.32, "e_homo_ev": -8.00, "elements": ["C", "C", "S", "C", "H", "H", "H", "H", "H", "H", "H", "H", "H", "H", "O", "H", "H", "O", "H", "H", "O", "H", "H", "O"], "positions_angstrom": [[1.35086, -1.61457, -0.71432], [-0.14928, -1.34189, -0.51772], [-1.05636, -1.08533, -2.09288], [-1.68201, 0.64937, -1.89916], [1.92747, -0.75589, -0.39292], [1.61993, -1.93046, -1.72147], [1.59769, -2.48497, -0.09609], [-0.21638, -0.48241, 0.15107], [-0.67150, -2.14489, 0.00389], [-0.83216, 1.28935, -2.10163], [-2.48800, 0.76416, -2.61242], [-1.97626, 0.74887, -0.85852], [0.27728, 0.09634, 3.15377], [-0.45630, 1.28331, 3.78959], [0.38397, 1.00550, 3.42019], [0.23171, 2.73162, -2.59040], [1.20007, 2.46760, -3.76569], [0.27904, 2.51870, -3.51515], [-0.19116, -3.10078, 3.52366], [-1.15956, -2.83950, 2.47912], [-0.49424, -2.34061, 2.99608], [1.41259, 2.58199, 0.80264], [0.54360, 1.82558, 1.73564], [0.54900, 2.15891, 0.82273]]}

---

Going by the computed energies, the most stable comes first: arrangement x, arrangement w.